The following is a DFT calculation (the ωB97M-V functional and the def2-TZVPD basis) of a cluster of 12 separate species, C54H87N3O24 in total at a distorted geometry.

Each line ends with the Löwdin charge.
Element x y z (Å)
O: 1.2541 -0.5092 -7.2971  0.04
N: 1.6573 -0.0912 -6.1967  -0.32
O: 0.9325 0.1909 -5.2631  0.06
C: 3.1540 -0.0326 -5.9334  -0.12
C: 3.5437 0.2842 -4.5992  0.00
C: 4.8895 0.4339 -4.4199  -0.08
C: 5.7855 0.3375 -5.4855  -0.08
C: 5.3848 0.0075 -6.7736  -0.06
C: 4.0231 -0.3175 -6.9692  -0.01
H: 2.7987 0.1272 -3.8264  0.10
H: 5.3136 0.4122 -3.4278  0.11
H: 6.8852 0.4580 -5.3381  0.12
H: 6.1267 -0.0765 -7.5559  0.10
H: 3.6700 -0.4998 -7.9585  0.11
O: -3.9154 2.6240 5.1804  0.11
N: -3.4270 3.3065 4.3426  -0.37
O: -3.3489 4.5082 4.3458  0.08
C: -2.7826 2.5906 3.2461  -0.17
C: -2.3951 1.2660 3.3875  0.01
C: -1.4973 0.7523 2.4820  -0.09
C: -1.0914 1.4655 1.3928  -0.08
C: -1.6142 2.7391 1.1577  -0.03
C: -2.4413 3.2977 2.1492  -0.01
H: -2.6160 0.7958 4.3461  0.12
H: -1.0946 -0.3040 2.5794  0.12
H: -0.3124 1.1720 0.6999  0.09
H: -1.1952 3.2649 0.2640  0.12
H: -2.8216 4.3521 2.0548  0.13
O: 2.6110 0.6841 -1.2355  0.07
N: 2.1940 -0.1986 -0.4992  -0.30
O: 2.9142 -0.6637 0.3853  0.05
C: 0.8977 -0.7752 -0.6007  -0.14
C: 0.4489 -1.7234 0.3357  0.01
C: -0.8414 -2.1750 0.2628  -0.03
C: -1.7052 -1.6845 -0.7843  -0.01
C: -1.2696 -0.6769 -1.6263  -0.05
C: 0.0257 -0.2169 -1.5684  0.02
H: 1.1484 -2.0882 1.0474  0.10
H: -1.3744 -2.8099 0.9688  0.09
H: -2.6509 -2.0941 -0.9430  0.07
H: -1.9426 -0.2923 -2.3687  0.09
H: 0.2985 0.6502 -2.1150  0.11
C: -5.6179 -4.3410 -3.5144  -0.05
C: -4.3766 -3.8973 -2.8084  -0.20
O: -3.5876 -3.1230 -3.7764  -0.03
C: -3.7612 -1.7832 -3.7998  -0.55
C: -2.9935 -1.0267 -4.8355  0.03
O: -4.5466 -1.2837 -3.0221  0.07
H: -6.1930 -4.9045 -2.8050  0.08
H: -5.4112 -4.9605 -4.3150  0.06
H: -6.1146 -3.4681 -3.8394  0.07
H: -4.6126 -3.3189 -1.9533  0.08
H: -3.7222 -4.7379 -2.5178  0.13
H: -3.4115 -1.3513 -5.7943  0.10
H: -1.9503 -1.3110 -4.9243  0.08
H: -3.0678 0.0070 -4.5212  0.09
C: 6.0285 -1.9748 0.7575  -0.06
C: 4.8256 -2.7246 1.3193  -0.18
O: 4.2387 -3.4407 0.1609  -0.01
C: 3.1548 -4.1883 0.2425  -0.58
C: 2.9138 -4.9676 -1.0068  0.03
O: 2.4243 -4.2245 1.1977  0.09
H: 5.6269 -1.3262 -0.0543  0.08
H: 6.8436 -2.6420 0.4657  0.08
H: 6.3965 -1.3148 1.5225  0.07
H: 5.0224 -3.4331 2.1417  0.13
H: 4.1199 -1.9966 1.6216  0.07
H: 1.8625 -4.9475 -1.2484  0.06
H: 3.2223 -6.0294 -0.8181  0.11
H: 3.5187 -4.5822 -1.8621  0.10
C: 1.9311 2.6067 4.5375  -0.05
C: 1.6320 1.1983 4.0758  -0.25
O: 1.8159 0.1552 4.9937  0.01
C: 0.7686 -0.3240 5.6876  -0.52
C: 1.2564 -1.0039 6.9130  0.03
O: -0.3808 -0.0062 5.4804  0.10
H: 2.9914 2.6678 4.8558  0.08
H: 1.3256 2.8465 5.5258  0.13
H: 1.6860 3.1725 3.7127  0.01
H: 0.7490 1.1857 3.5295  0.07
H: 2.2686 0.9407 3.2248  0.12
H: 1.4910 -0.2203 7.6369  0.10
H: 2.1589 -1.5214 6.7675  0.07
H: 0.5606 -1.7532 7.3503  0.10
C: -6.1150 -1.3858 0.4574  -0.06
C: -5.3403 -2.1392 1.5323  -0.17
O: -4.7710 -3.3565 0.9225  -0.04
C: -3.9822 -4.1028 1.7183  -0.53
C: -3.4098 -5.2260 0.8858  0.02
O: -3.8148 -3.8885 2.9060  0.10
H: -6.4682 -0.5088 0.9788  0.08
H: -6.9388 -1.9139 0.0385  0.07
H: -5.5218 -0.9913 -0.3625  0.07
H: -4.5626 -1.4951 1.9041  0.12
H: -6.0209 -2.4262 2.3186  0.12
H: -4.2978 -5.5622 0.3166  0.09
H: -2.9957 -6.0711 1.4283  0.08
H: -2.7788 -4.8668 0.0652  0.08
C: 2.4890 3.9968 -2.7554  -0.08
C: 2.2790 3.7956 -1.3353  -0.31
O: 3.3957 3.5692 -0.5694  0.00
C: 3.2231 3.0599 0.6623  -0.55
C: 4.5667 2.7237 1.2210  0.04
O: 2.1788 2.9272 1.2410  0.10
H: 1.6708 3.6230 -3.3957  0.09
H: 3.3842 3.3747 -3.0372  0.09
H: 2.7696 4.9944 -3.1490  0.08
H: 1.7083 4.7424 -0.9341  0.16
H: 1.6893 2.8890 -1.2677  0.10
H: 5.4087 3.2483 0.7576  0.10
H: 4.6856 1.6611 1.0323  0.08
H: 4.5126 2.8299 2.2758  0.07
C: -1.5634 7.7291 -1.0275  -0.09
C: -1.2555 6.3826 -1.6122  -0.26
O: -2.4505 5.5745 -1.6158  -0.03
C: -2.3000 4.3379 -2.1937  -0.52
C: -3.5687 3.4884 -2.0338  0.04
O: -1.2609 3.9379 -2.6340  0.08
H: -1.8664 7.5413 0.0261  0.06
H: -2.2762 8.2349 -1.7571  0.10
H: -0.6788 8.4095 -0.9274  0.09
H: -0.8582 6.5391 -2.7221  0.16
H: -0.4225 5.8122 -1.1391  0.11
H: -3.2524 2.6051 -1.4511  0.08
H: -3.8953 3.2114 -2.9912  0.06
H: -4.2617 4.0334 -1.4160  0.08
C: 1.9810 6.9453 2.2795  -0.03
C: 1.1367 6.2290 3.3394  -0.14
O: 0.0904 7.1449 3.7993  0.01
C: -1.1049 7.0897 3.2923  -0.59
C: -2.1973 7.6559 4.0422  0.03
O: -1.3042 6.5168 2.2346  0.06
H: 1.4640 7.6766 1.7311  0.06
H: 2.3777 6.1816 1.6300  0.06
H: 2.8244 7.4846 2.6402  0.06
H: 0.5789 5.4460 2.8501  0.10
H: 1.6513 5.8679 4.2199  0.12
H: -1.9294 8.2912 4.8561  0.08
H: -2.6083 6.7916 4.5658  0.08
H: -2.9553 8.1425 3.4266  0.11
C: -2.6548 -3.5086 7.0775  -0.07
C: -2.1334 -2.9442 5.7681  -0.21
O: -1.3435 -4.0181 5.1612  -0.04
C: -0.8351 -3.7256 3.9202  -0.51
C: -0.1998 -5.0196 3.4445  0.04
O: -0.7881 -2.6223 3.4281  0.09
H: -1.8181 -3.9261 7.6204  0.07
H: -3.4917 -4.2011 6.9308  0.08
H: -2.8661 -2.6076 7.6516  0.08
H: -2.9723 -2.6291 5.1099  0.13
H: -1.4817 -2.1485 6.0201  0.07
H: 0.3388 -4.7438 2.5502  0.06
H: -0.9880 -5.7072 3.2061  0.07
H: 0.4787 -5.3312 4.2235  0.09
C: 3.2343 -5.5784 -6.9214  -0.06
C: 3.1271 -4.5308 -5.7879  -0.15
O: 1.9554 -4.9818 -5.0055  -0.04
C: 1.2287 -4.0294 -4.4120  -0.53
C: 0.0077 -4.6557 -3.6942  0.03
O: 1.4996 -2.8504 -4.4298  0.08
H: 2.3457 -5.8165 -7.4943  0.08
H: 3.5575 -6.4874 -6.4848  0.06
H: 4.0012 -5.2709 -7.6314  0.07
H: 3.9728 -4.6572 -5.0944  0.13
H: 2.8632 -3.5275 -6.1610  0.11
H: -0.5670 -3.8600 -3.2399  0.07
H: 0.3555 -5.2239 -2.8292  0.06
H: -0.5707 -5.3419 -4.3419  0.10

Atoms 1-6, force components in eV/Å:
0.84 0.85 1.52
-0.01 -1.43 -0.51
0.19 0.19 -0.57
-0.86 0.09 0.56
-0.73 -1.24 -1.92
0.83 -0.64 0.48

Frontier orbital gap (eV): 8.404
LUMO level (eV): -0.776
E_tot (eV): -111011.1221
HOMO energy (eV): -9.18